Entry 1:
C6H9FS | ωB97M-V with the def2-TZVPD basis set

```
! wB97M-V def2-TZVPD RIJCOSX def2/J DEFGRID3
* xyz 0 1
C -0.139 -1.247 0.312
S -2.357 0.485 -0.439
C 0.036 -0.059 1.201
H 1.833 0.733 -1.487
H -1.953 -0.927 1.493
H -1.977 1.725 -0.030
C 0.524 -0.963 -1.030
H 0.120 1.111 -1.558
C 0.870 0.534 -1.023
H -0.049 -2.242 0.716
C 0.832 0.987 0.445
H 1.829 1.046 0.869
F 0.263 2.253 0.561
H 1.436 -1.587 -1.135
H 0.238 -0.160 2.252
C -1.356 -0.438 0.714
H -0.153 -1.249 -1.862
*
```

Values from the calculation:
E_HOMO = -8.98 eV
energy relative to the best compared isomer or geometry (same formula, charge and spin) = 0.576 eV
frontier orbital gap = 0.3629 Eh
SMILES = F[C@@H]1CC[C@@H]2[C@H](S)[C@@H]21
E = -732.04562 a.u.

Entry 2:
C48H51FMnN3O3P2SSeSi | ωB97M-V with the def2-TZVPD basis set

```
! wB97M-V def2-TZVPD RIJCOSX def2/J DEFGRID3
* xyz -1 6
H -1.013 -4.722 3.051
C -1.691 -4.721 2.208
H -2.653 3.285 -3.753
C -1.752 2.474 3.043
N -0.674 2.087 -0.425
H -4.365 -6.468 1.037
C -3.585 -5.721 1.083
H 0.180 -1.205 4.690
O -5.175 4.334 -3.894
C -3.458 -0.363 1.158
H 2.598 -1.971 1.315
H 0.756 -4.328 4.102
C -1.417 3.128 4.220
C -0.783 1.771 2.331
C 1.870 -1.333 1.820
H -1.765 -1.863 -2.771
F -2.357 -2.902 -0.822
C -3.750 1.904 0.384
H 4.388 0.075 -3.082
C -3.457 -4.773 0.074
Si 0.483 -2.388 2.511
C -1.514 -3.746 1.205
N -0.557 -2.767 1.185
C 0.011 5.249 -3.400
C -4.236 2.145 -2.878
C 3.194 1.515 -0.071
H -2.803 -1.194 1.408
C -2.911 0.846 0.722
C 3.069 3.928 1.289
H 3.402 -1.135 -3.934
H 2.905 -5.390 0.534
H 1.871 2.333 4.370
H 4.945 -4.334 0.682
H 2.174 -5.341 -1.085
P 0.741 1.739 -1.335
H 1.143 4.169 0.385
S -5.287 3.581 -2.659
C -0.117 3.081 4.702
H -1.207 -2.227 4.287
H 1.733 -4.569 2.644
C 1.418 3.848 -4.751
N -1.419 -0.950 -2.493
C 3.580 -0.651 -2.971
H 2.242 -3.416 3.880
H 6.848 -2.500 1.357
H 1.934 1.946 -3.908
C 4.180 3.103 1.437
H -2.180 3.673 4.763
O -6.607 3.040 -2.371
H 5.874 -0.857 -1.611
C 2.447 -4.741 -0.215
H 1.960 3.667 -5.670
H 0.139 3.588 5.625
O -4.666 4.241 -1.508
H -5.754 2.583 0.174
C -4.638 0.895 -2.433
H 4.991 3.402 2.090
P -1.107 0.930 0.732
H 1.568 -0.572 1.095
Mn -0.306 -1.591 -0.532
H -6.740 0.446 0.995
H -1.028 1.400 -3.669
C 0.853 2.377 4.003
C 1.373 -3.824 3.354
H 3.233 0.556 -0.575
H 7.520 -3.405 0.005
H 2.656 -0.128 -2.721
C 2.025 3.544 0.465
C 1.405 2.881 -3.756
H -5.253 -1.450 1.586
H -3.376 2.846 -0.003
H -0.585 -0.783 -3.046
C -2.693 -5.677 2.145
C -3.727 -0.148 -2.345
C 3.917 -1.670 -1.918
C -5.664 0.558 0.929
C 5.177 -1.638 -1.319
H 0.699 5.775 -5.362
C 4.241 1.894 0.761
C -2.411 0.062 -2.731
H -4.019 -1.102 -1.921
H 7.479 -1.642 -0.053
H 1.282 1.181 2.280
C 3.391 -3.641 -0.611
H -1.024 -0.649 3.521
C -2.454 -3.845 0.171
C 0.519 1.726 2.825
C 6.926 -2.526 0.267
C -4.833 -0.506 1.260
H 1.509 -4.341 0.178
Se 1.247 -2.719 -2.308
H -0.537 4.486 -1.487
C 2.084 2.339 -0.232
H -5.661 0.772 -2.104
C 5.565 -2.576 -0.375
C 0.017 4.291 -2.398
H -4.124 -4.743 -0.778
C 3.003 -2.657 -1.534
H -1.333 2.784 -0.740
H -2.776 -6.402 2.946
C 0.707 3.092 -2.569
H 5.092 1.235 0.886
H 2.403 -0.802 2.615
C -2.944 2.319 -3.356
C -0.476 -1.524 3.874
C -5.125 1.759 0.488
C -2.037 1.273 -3.297
C 4.660 -3.580 -0.047
H -2.774 2.506 2.688
C 0.713 5.030 -4.577
H -0.554 6.162 -3.266
H 3.009 4.863 1.833
*
```

Values from the calculation:
E_HOMO (spin up / spin down) = -5.20 / -5.52 eV
energy relative to the best compared isomer or geometry (same formula, charge and spin) = 0.000 eV
frontier orbital gap (spin up / spin down) = 0.2704 / 0.2822 Eh
E = -7272.65698 a.u.

Entry 3:
C5H9NO3 | ωB97M-V with the def2-TZVPD basis set

```
! wB97M-V def2-TZVPD RIJCOSX def2/J DEFGRID3
* xyz 0 1
H -0.818 1.693 -1.195
H -1.891 0.855 1.090
C 0.436 -0.780 1.793
H 0.673 1.860 -0.258
H 0.990 -1.324 -2.309
O 1.439 -0.603 2.445
C 0.484 -1.116 0.323
C 0.732 -0.280 -2.099
H 0.015 0.076 -2.852
C 0.151 -0.135 -0.718
O -0.799 -1.030 2.447
H -1.445 -1.331 1.790
H 1.195 -1.915 0.086
O -0.769 -1.171 -0.338
C -0.257 1.276 -0.340
N -0.936 1.348 0.931
H -0.844 2.248 1.384
H 1.643 0.329 -2.181
*
```

Values from the calculation:
E_HOMO = -9.40 eV
energy relative to the best compared isomer or geometry (same formula, charge and spin) = 2.198 eV
frontier orbital gap = 0.3709 Eh
SMILES = C[C@@]1(CN)O[C@@H]1C(=O)O
E = -476.36338 a.u.

Entry 4:
C4H11NP | ωB97M-V with the def2-TZVPD basis set

```
! wB97M-V def2-TZVPD RIJCOSX def2/J DEFGRID3
* xyz 1 1
C 0.083 -0.063 -0.108
H -0.226 0.948 -1.778
H -1.320 2.495 0.492
C 1.819 -1.302 -2.005
H 0.023 -0.751 2.072
P 1.626 -0.799 -0.288
H 2.707 -1.914 -1.845
H -1.571 0.139 2.497
H 0.917 -1.574 -2.507
N -0.719 0.481 0.732
H -2.696 1.138 0.737
H 1.961 -0.420 -2.657
C -0.546 0.157 2.131
H 0.033 0.968 2.574
H -1.841 1.178 -0.772
H 1.425 -2.102 0.387
C -1.674 1.420 0.339
*
```

Values from the calculation:
E_HOMO (spin up / spin down) = -13.78 / -13.78 eV
energy relative to the best compared isomer or geometry (same formula, charge and spin) = 5.210 eV
frontier orbital gap (spin up / spin down) = 0.3077 / 0.3076 Eh
E = -554.66228 a.u.